49
Properties=species:S:1:pos:R:3 method="wB97M-V/def2-TZVPD" total_charge=+2 multiplicity=1 e_above_lowest_ev=0.3003 energy_ha=-1739.3886 orbital_gap_ev=12.227
Ca -0.3544 -0.2124 -0.0435
C -3.2333 3.3582 1.5549
C -2.8529 2.0522 1.0382
N -2.5568 1.0187 0.6353
H -3.9302 3.2249 2.3802
H -3.7218 3.8959 0.7415
H -2.3684 3.9249 1.8875
C 3.0408 0.7646 3.4284
C 1.9868 0.2724 2.5535
N 1.1914 -0.1726 1.8616
H 3.9532 0.2372 3.1399
H 2.8045 0.5347 4.4634
H 3.2239 1.8234 3.2639
C -2.9652 -3.0306 -3.1151
C -2.5220 -2.0487 -2.1162
N -2.2122 -1.2648 -1.3408
H -3.6591 -3.7194 -2.6374
H -2.0749 -3.5372 -3.4778
H -3.5024 -2.5131 -3.9063
C 0.9102 2.3609 -3.6312
C -0.0303 1.7322 -2.7181
N -0.7614 1.2266 -1.9955
H 0.5056 3.2395 -4.1258
H 1.1544 1.6323 -4.4085
H 1.8333 2.6037 -3.1088
C 1.6125 -4.8836 -0.6932
C 0.9276 -3.6077 -0.5415
N 0.3852 -2.6056 -0.4404
H 2.2177 -5.0763 0.1928
H 2.2685 -4.7976 -1.5588
H 0.9107 -5.7051 -0.8083
C 3.8558 -1.1693 -2.4446
C 2.7074 -0.5951 -1.7457
N 1.7926 -0.1240 -1.2377
H 3.4719 -2.0086 -3.0210
H 4.6289 -1.4721 -1.7404
H 4.3199 -0.4187 -3.0824
C -3.6985 -1.6654 3.2129
C -2.4534 -1.5545 2.4672
N -1.4802 -1.4719 1.8685
H -4.3825 -2.3384 2.6974
H -4.1414 -0.6719 3.2679
H -3.5574 -2.0645 4.2146
C 1.3048 4.5436 1.7412
C 0.7935 3.3455 1.1012
N 0.3991 2.3972 0.5914
H 1.1834 5.3400 1.0030
H 2.3534 4.4274 2.0015
H 0.7218 4.7733 2.6307

46
Properties=species:S:1:pos:R:3 method="wB97M-V/def2-TZVPD" total_charge=-1 multiplicity=1 energy_ha=-1106.5721 orbital_gap_ev=7.183
C 0.9321 -3.9305 0.7245
Cd -0.8711 -3.2358 -0.0428
N -1.8703 -1.7442 -1.9340
N -0.3462 -4.2063 -2.5324
H -1.1022 -1.1841 -2.3233
H -2.6123 -3.0498 0.0937
H 0.6596 -3.5124 1.7431
H 2.0243 -3.6718 0.5823
H 0.6827 -5.0369 0.6819
H 0.1096 -3.5158 -3.1413
H -1.1802 -4.4850 -3.0498
H 0.2688 -5.0157 -2.5775
H -2.3072 -2.2071 -2.7252
H -2.5570 -1.0736 -1.6134
C 2.1758 2.7602 3.3272
C 1.0991 1.7641 2.9877
C 0.8409 0.7163 3.8812
C -0.1245 -0.2480 3.5937
C -0.8238 -0.1869 2.4121
C -0.5341 0.8225 1.4787
N -1.2277 0.7851 0.2690
C -0.8168 1.1897 -1.0125
C -1.6805 1.9520 -1.8125
C -1.2497 2.4115 -3.0515
C 0.0440 2.1185 -3.4930
C 0.8800 1.2950 -2.7316
C 0.4198 0.7717 -1.5288
C 1.1151 -0.4162 -0.8396
O 1.8390 -0.1582 0.1432
O 0.8220 -1.5514 -1.3558
C 0.3743 1.8604 1.7963
C 0.6007 3.0160 0.8787
H 2.9752 2.7602 2.5750
H 1.7870 3.7831 3.4022
H 2.6235 2.5052 4.2912
H 1.4211 0.6787 4.8041
H -0.3167 -1.0533 4.3102
H -1.5785 -0.9347 2.1421
H -2.2129 0.5285 0.3394
H -2.6751 2.1809 -1.4325
H -1.9173 3.0097 -3.6659
H 0.4088 2.5091 -4.4441
H 1.8844 1.0240 -3.0612
H 1.4051 2.7923 0.1636
H -0.2933 3.2779 0.3076
H 0.9049 3.9052 1.4401

60
Properties=species:S:1:pos:R:3 method="wB97M-V/def2-TZVPD" total_charge=0 multiplicity=1 energy_ha=-3303.8720 orbital_gap_ev=6.835
C 0.3451 3.9470 0.3323
C 1.4001 3.6014 -0.8231
C 1.3997 2.0721 -1.2934
Cl 2.6402 1.8802 -2.6643
P 1.7567 0.9038 0.1592
C 3.4467 0.0764 0.0197
C 3.5134 -1.1918 -0.9596
C 4.6943 -2.2234 -0.5655
N 5.4765 -2.7691 -1.6993
O 4.8850 -2.5471 0.6363
C 0.4009 -0.4522 0.0052
C -0.9321 0.1608 0.6413
C -2.0768 -0.9520 0.9172
F -2.3762 -0.7851 2.3220
F -1.5814 -2.2819 0.8379
C -3.4525 -0.6974 0.1745
F -3.8734 0.6207 0.5314
F -4.4207 -1.5599 0.7361
S -3.4986 -0.8052 -1.6732
F -2.9621 0.7568 -1.9062
F -5.0737 -0.2085 -1.6220
F -4.1051 -2.3784 -1.5238
F -1.9574 -1.3736 -1.8437
F -3.6864 -0.9617 -3.3153
H -0.6630 4.3096 -0.0683
H 0.1175 3.0722 1.0391
H 0.8130 4.7573 0.9875
H 2.4814 3.8877 -0.5235
H 1.0900 4.2293 -1.7400
H 0.3819 1.8355 -1.7834
H 3.7520 -0.2706 1.0685
H 4.2672 0.8127 -0.3085
H 3.6675 -0.7716 -2.0211
H 2.5647 -1.8191 -1.0014
H 5.4553 -3.8043 -1.6602
H 6.4446 -2.4215 -1.6734
H 0.3334 -0.6818 -1.1086
H 0.7814 -1.3492 0.6043
H -1.3320 1.0389 0.0143
H -0.6178 0.6395 1.6409
C -5.9121 -5.1671 -1.5175
C -5.9579 -5.0075 -0.0279
O -6.2004 -6.3319 0.4278
C -5.7620 -7.1779 -0.5448
O -5.6642 -8.3623 -0.4149
O -5.4489 -6.5006 -1.6834
H -5.2326 -4.4586 -1.9919
H -6.8996 -5.0762 -1.9792
H -5.0068 -4.6591 0.3855
H -6.7523 -4.3334 0.2954
C 4.6590 5.3289 3.2197
C 3.1956 5.0091 3.2521
O 2.8241 5.0780 1.8815
C 3.9478 4.8622 1.1491
O 3.9629 4.6870 -0.0380
O 5.0570 4.8691 1.9348
H 5.2158 4.8172 4.0055
H 4.8551 6.4028 3.2871
H 2.9951 3.9997 3.6226
H 2.6253 5.7241 3.8464

46
Properties=species:S:1:pos:R:3 method="wB97M-V/def2-TZVPD" total_charge=+1 multiplicity=1 e_above_lowest_ev=14.8437 energy_ha=-1418.7848 orbital_gap_ev=6.810
C 6.5803 -0.9708 -0.0579
C 5.9515 0.1016 -0.7534
C 4.8474 1.0103 -1.5836
C 3.9456 1.9673 -0.5932
C 3.0843 1.0900 0.5239
C 1.5958 0.8032 -0.1862
N 0.5781 1.8617 0.0527
N -0.6519 1.7575 -0.5100
C -0.9200 0.5737 -1.3488
C -0.0157 -0.7339 -1.7302
C 1.4998 -0.5909 -1.0256
C 2.6685 -1.7313 -1.2006
Cl 3.0096 -2.1258 -3.0156
C 2.0197 -3.1396 -0.5732
C 2.9410 -4.4647 -0.8617
H 7.2501 -1.8286 0.3888
H 5.4827 1.7496 -2.2667
H 4.1827 0.3700 -2.3268
H 4.5982 2.8174 -0.1109
H 3.1320 2.4925 -1.2739
H 2.9451 1.8211 1.4536
H 3.6216 0.0999 0.8563
H 0.7962 2.7096 0.6517
H -2.0078 0.5629 -1.8464
H -0.3395 -1.6479 -2.3915
H 3.6674 -1.4982 -0.6255
H 1.8547 -2.9395 0.5685
H 0.9415 -3.2803 -1.0516
H 2.6642 -5.2519 -0.0078
H 2.6301 -4.8933 -1.9075
H 4.0644 -4.1502 -0.7710
C -3.9497 2.2601 0.1958
C -3.7664 1.7906 1.6291
O -5.0105 1.8182 2.3408
C -5.8660 0.8014 2.0684
O -5.6660 -0.1172 1.2908
O -6.9978 0.9984 2.7905
C -8.0264 0.0506 2.5180
H -4.4310 3.2425 0.1713
H -2.9855 2.3229 -0.3171
H -4.5934 1.5775 -0.3672
H -3.0890 2.4750 2.1491
H -3.3154 0.7928 1.6751
H -7.6634 -0.9758 2.6314
H -8.4224 0.2117 1.5107
H -8.8347 0.2101 3.2372

51
Properties=species:S:1:pos:R:3 method="wB97M-V/def2-TZVPD" total_charge=-1 multiplicity=1 e_above_lowest_ev=0.0000 energy_ha=-1811.1391 orbital_gap_ev=6.451
Cs -0.7137 1.0697 0.1096
O -3.0732 1.8663 2.2810
C -3.5161 0.8364 1.7458
O -3.7610 0.6481 0.5266
C -3.7083 -0.3781 2.6647
C -3.7392 -0.1951 4.0443
C -3.8904 -1.2997 4.8615
C -3.9859 -2.5555 4.2759
C -3.9309 -2.6385 2.8940
N -3.8064 -1.5792 2.0985
H -3.6308 0.8087 4.4289
H -3.9254 -1.1891 5.9385
H -4.0953 -3.4520 4.8716
H -3.9912 -3.6033 2.4003
N -3.0899 1.1952 -3.3438
N -3.1225 0.3870 -2.1984
C -2.8379 -0.9333 -2.2232
N -2.9814 -1.5623 -1.0431
S -2.3049 -1.7177 -3.6126
H -3.5665 0.6861 -4.0850
H -2.1224 1.2497 -3.6538
H -3.5540 0.7874 -1.3690
H -3.4087 -1.1012 -0.2363
H -2.8392 -2.5548 -1.0404
C 1.9377 -0.3261 3.4931
C 2.7762 -0.1437 2.2543
C 4.1339 -0.4122 2.2727
C 4.8396 -0.2142 1.0791
C 4.1887 0.2213 -0.0408
C 2.7752 0.4760 -0.0111
N 2.1192 0.2813 1.1747
N 2.0625 0.8894 -1.0533
Si 2.5139 1.1335 -2.6620
C 0.9393 1.5541 -3.6099
C 3.2591 -0.3731 -3.5218
C 3.7168 2.5710 -2.9239
H 2.5432 -0.6551 4.3379
H 1.1544 -1.0651 3.3133
H 1.4449 0.6116 3.7560
H 4.6192 -0.7586 3.1752
H 5.9075 -0.4045 1.0374
H 4.7307 0.3788 -0.9648
H 0.2427 0.7101 -3.5659
H 1.1366 1.7646 -4.6644
H 0.4492 2.4337 -3.1807
H 2.5656 -1.2154 -3.4613
H 4.2025 -0.6855 -3.0687
H 3.4462 -0.1673 -4.5799
H 3.2905 3.4968 -2.5291
H 3.9354 2.7245 -3.9847
H 4.6641 2.3993 -2.4068